Record 1
{"formula": "C46H57N12OP", "method": "ωB97M-V with the def2-TZVPD basis set", "symbols": ["C", "C", "O", "C", "C", "C", "P", "N", "C", "C", "N", "C", "C", "N", "C", "H", "H", "H", "H", "H", "H", "H", "H", "H", "H", "H", "H", "C", "C", "C", "N", "C", "H", "H", "H", "H", "H", "C", "C", "C", "N", "C", "H", "H", "H", "H", "H", "C", "C", "C", "N", "C", "H", "H", "H", "H", "H", "C", "C", "C", "N", "C", "H", "H", "H", "H", "H", "C", "C", "C", "N", "C", "H", "H", "H", "H", "H", "C", "C", "C", "N", "C", "H", "H", "H", "H", "H", "C", "C", "C", "N", "C", "H", "H", "H", "H", "H", "C", "C", "C", "N", "C", "H", "H", "H", "H", "H", "C", "C", "C", "N", "C", "H", "H", "H", "H", "H"], "xyz": [[-0.309, 4.690, -2.936], [0.484, 4.129, -1.712], [-0.194, 3.007, -1.098], [0.424, 1.805, -1.322], [1.269, 1.344, -0.346], [1.907, 0.058, -0.540], [3.023, -0.598, 0.767], [2.074, -1.090, 1.940], [1.662, -0.671, -1.669], [0.789, -0.200, -2.731], [0.610, -1.016, -3.834], [-0.226, -0.450, -4.681], [-0.854, 0.833, -4.517], [-0.683, 1.590, -3.458], [0.166, 1.049, -2.538], [0.323, 4.701, -3.841], [-1.185, 4.054, -3.121], [-0.655, 5.722, -2.766], [0.509, 4.941, -0.965], [1.500, 3.829, -2.009], [1.469, 1.919, 0.561], [3.928, 0.401, 1.217], [3.770, -1.682, 0.235], [2.289, -0.595, 2.805], [2.163, -1.645, -1.734], [-0.460, -1.011, -5.598], [-1.533, 1.208, -5.293], [4.993, 3.626, 4.295], [4.273, 4.639, 3.606], [3.393, 4.013, 2.764], [3.556, 2.662, 2.915], [4.526, 2.419, 3.851], [5.764, 3.769, 5.034], [4.389, 5.705, 3.716], [2.668, 4.410, 2.072], [3.042, 1.958, 2.418], [4.798, 1.410, 4.117], [6.190, -2.152, 2.330], [7.460, -1.524, 2.222], [8.295, -2.404, 1.587], [7.580, -3.539, 1.310], [6.296, -3.391, 1.755], [5.299, -1.740, 2.777], [7.729, -0.540, 2.571], [9.333, -2.323, 1.309], [7.944, -4.355, 0.851], [5.572, -4.178, 1.627], [-1.668, -4.742, -0.690], [-1.150, -3.787, 0.236], [-0.871, -2.658, -0.485], [-1.178, -2.879, -1.777], [-1.673, -4.146, -1.932], [-1.994, -5.746, -0.472], [-1.003, -3.917, 1.296], [-0.475, -1.701, -0.186], [-1.058, -2.197, -2.504], [-1.980, -4.511, -2.898], [-3.013, 0.545, -9.458], [-4.204, -0.226, -9.393], [-4.470, -0.457, -8.070], [-3.483, 0.139, -7.332], [-2.594, 0.756, -8.172], [-2.521, 0.903, -10.348], [-4.798, -0.569, -10.224], [-5.272, -0.994, -7.591], [-3.423, 0.126, -6.330], [-1.742, 1.290, -7.783], [3.105, -2.047, 6.725], [1.738, -2.265, 7.039], [1.077, -2.468, 5.855], [1.988, -2.378, 4.841], [3.227, -2.127, 5.361], [3.907, -1.856, 7.419], [1.292, -2.272, 8.020], [0.039, -2.668, 5.649], [1.779, -2.481, 3.859], [4.086, -2.026, 4.719], [-2.877, 6.135, -0.831], [-2.617, 7.424, -0.291], [-3.725, 8.194, -0.522], [-4.643, 7.422, -1.183], [-4.134, 6.164, -1.370], [-2.215, 5.284, -0.821], [-1.718, 7.748, 0.209], [-3.940, 9.220, -0.275], [-5.549, 7.732, -1.483], [-4.710, 5.403, -1.870], [-8.247, 2.934, -1.005], [-7.749, 3.871, -0.061], [-7.485, 5.031, -0.738], [-7.800, 4.830, -2.057], [-8.270, 3.555, -2.225], [-8.555, 1.919, -0.810], [-7.602, 3.711, 0.994], [-7.101, 5.978, -0.399], [-7.703, 5.512, -2.787], [-8.578, 3.202, -3.196], [-3.336, -5.358, 6.779], [-2.821, -4.410, 7.702], [-2.536, -3.270, 7.000], [-2.854, -3.494, 5.687], [-3.347, -4.763, 5.546], [-3.662, -6.363, 6.995], [-2.677, -4.550, 8.761], [-2.134, -2.322, 7.317], [-2.744, -2.829, 4.943], [-3.661, -5.130, 4.583], [4.321, -6.568, -1.367], [4.604, -5.274, -0.856], [3.503, -4.494, -1.090], [2.567, -5.263, -1.724], [3.056, -6.529, -1.893], [4.971, -7.428, -1.350], [5.510, -4.952, -0.374], [3.304, -3.462, -0.861], [1.659, -4.947, -2.019], [2.463, -7.291, -2.371]], "smiles": "CCOc1cc([PH2]=N)cc2nccnc12.c1cc[nH]c1.c1cc[nH]c1.c1cc[nH]c1.c1cc[nH]c1.c1cc[nH]c1.c1cc[nH]c1.c1cc[nH]c1.c1cc[nH]c1.c1cc[nH]c1"}



Record 2
{"formula": "C46H58As3N3NaO2P", "method": "ωB97M-V with the def2-TZVPD basis set", "symbols": ["Na", "O", "C", "C", "C", "C", "C", "C", "C", "P", "C", "C", "C", "C", "C", "C", "C", "C", "C", "C", "C", "C", "H", "H", "H", "H", "H", "H", "H", "H", "H", "H", "H", "H", "H", "H", "N", "C", "O", "C", "C", "H", "H", "H", "H", "H", "H", "C", "As", "C", "C", "C", "C", "C", "As", "C", "C", "C", "As", "C", "C", "H", "H", "H", "H", "H", "H", "H", "H", "H", "H", "H", "H", "H", "H", "H", "H", "H", "H", "H", "H", "H", "H", "H", "H", "H", "H", "H", "C", "C", "C", "C", "C", "C", "C", "C", "C", "C", "H", "H", "H", "H", "H", "H", "H", "N", "C", "C", "N", "C", "H", "H", "H", "H"], "xyz": [[0.218, 0.430, 0.278], [1.954, 0.068, -0.825], [2.524, 1.139, -0.744], [2.764, 2.318, -1.356], [3.993, 2.591, -2.061], [4.358, 3.855, -2.411], [3.569, 4.963, -2.067], [2.392, 4.738, -1.366], [1.959, 3.476, -1.012], [0.434, 3.233, -0.059], [0.758, 4.579, 1.192], [1.330, 4.118, 2.379], [1.622, 4.974, 3.423], [1.312, 6.321, 3.320], [0.736, 6.794, 2.154], [0.471, 5.941, 1.099], [-0.719, 4.154, -1.121], [-0.586, 4.118, -2.506], [-1.494, 4.766, -3.323], [-2.562, 5.455, -2.764], [-2.711, 5.484, -1.386], [-1.801, 4.836, -0.572], [4.614, 1.746, -2.342], [5.269, 4.012, -2.984], [3.862, 5.969, -2.347], [1.770, 5.589, -1.114], [1.520, 3.056, 2.471], [2.074, 4.588, 4.327], [1.505, 6.999, 4.143], [0.484, 7.846, 2.072], [0.014, 6.342, 0.202], [0.226, 3.547, -2.927], [-1.389, 4.732, -4.401], [-3.284, 5.950, -3.402], [-3.556, 6.012, -0.958], [-1.932, 4.846, 0.502], [-3.003, 1.931, -1.937], [-2.104, 1.426, -0.887], [-0.813, 1.316, -1.193], [-2.600, 1.804, 0.489], [-2.823, 0.405, -0.029], [-2.620, 1.626, -2.826], [-2.948, 2.943, -1.941], [-3.454, 2.467, 0.540], [-1.881, 1.916, 1.287], [-3.830, 0.135, -0.320], [-2.236, -0.377, 0.431], [0.857, -0.935, -3.523], [-0.280, -1.396, -1.977], [-1.937, -1.137, -3.013], [-0.084, -3.381, -2.318], [-0.817, -4.344, -1.389], [-2.319, -4.105, -1.482], [-0.360, -4.220, 0.071], [-0.602, -2.568, 1.165], [0.022, -3.488, 2.794], [-2.517, -2.891, 1.635], [-0.446, -5.795, -1.775], [-0.849, -6.786, -3.458], [-2.728, -7.297, -3.094], [-1.278, -5.510, -4.907], [0.449, -1.346, -4.453], [1.879, -1.293, -3.394], [0.884, 0.151, -3.589], [-2.162, -1.956, -3.701], [-1.790, -0.226, -3.589], [-2.783, -0.971, -2.351], [0.989, -3.601, -2.255], [-0.386, -3.585, -3.352], [-2.521, -3.085, -1.155], [-2.874, -4.802, -0.850], [-2.669, -4.211, -2.510], [0.721, -4.390, 0.117], [-0.844, -5.028, 0.638], [-0.611, -4.348, 3.035], [-0.001, -2.798, 3.635], [1.048, -3.812, 2.644], [-2.738, -3.954, 1.767], [-3.210, -2.483, 0.902], [-2.702, -2.380, 2.579], [-0.841, -6.486, -1.015], [0.647, -5.866, -1.690], [-2.779, -7.903, -2.190], [-3.116, -7.895, -3.921], [-3.367, -6.427, -2.966], [-0.386, -4.976, -5.226], [-2.048, -4.794, -4.635], [-1.637, -6.097, -5.756], [-1.028, -0.465, 6.458], [-1.748, -0.554, 5.256], [-1.124, -0.334, 4.056], [0.248, -0.030, 3.964], [0.826, 0.197, 2.665], [2.177, 0.547, 2.750], [2.922, 0.610, 3.936], [2.338, 0.365, 5.151], [0.970, 0.048, 5.198], [0.305, -0.172, 6.422], [-1.539, -0.623, 7.403], [-2.806, -0.784, 5.297], [-1.681, -0.378, 3.126], [2.715, 0.777, 1.834], [3.984, 0.852, 3.908], [2.905, 0.424, 6.077], [0.870, -0.092, 7.348], [4.077, -1.544, -0.034], [4.264, -1.440, 1.315], [3.306, -2.228, 1.878], [2.535, -2.796, 0.911], [3.008, -2.348, -0.218], [4.502, -0.967, -0.737], [5.025, -0.821, 1.743], [3.117, -2.412, 2.915], [2.636, -2.593, -1.192]], "e_above_lowest_kcal_mol": 13.45, "total_charge": -2}



Record 3
{"formula": "C46H58BaN4O4P2S5Si", "method": "ωB97M-V with the def2-TZVPD basis set", "symbols": ["Ba", "S", "S", "S", "S", "C", "N", "C", "P", "C", "C", "C", "C", "C", "C", "C", "C", "C", "C", "C", "C", "C", "C", "C", "C", "C", "C", "P", "C", "C", "C", "C", "C", "C", "C", "C", "C", "C", "C", "C", "H", "H", "H", "H", "H", "H", "H", "H", "H", "H", "H", "H", "H", "H", "H", "H", "H", "H", "H", "H", "H", "H", "H", "H", "H", "H", "H", "H", "H", "C", "C", "C", "C", "O", "Si", "S", "O", "C", "C", "C", "C", "O", "C", "C", "C", "C", "H", "H", "H", "H", "H", "H", "H", "H", "H", "H", "H", "H", "H", "H", "H", "H", "H", "H", "H", "H", "H", "H", "H", "H", "H", "H", "H", "O", "H", "H", "N", "C", "N", "C", "N"], "xyz": [[-1.099, 1.954, 2.790], [1.319, 4.172, 2.789], [1.832, 3.697, 4.722], [0.241, 4.202, 5.922], [-1.165, 2.712, 5.899], [3.359, -2.419, -0.267], [4.023, -1.953, -1.488], [4.004, -0.603, -2.038], [2.544, 0.554, -1.821], [1.262, -0.265, -2.850], [1.251, -1.618, -3.177], [0.222, -2.149, -3.949], [-0.796, -1.334, -4.417], [-0.806, 0.014, -4.078], [0.202, 0.538, -3.287], [3.248, 1.738, -3.068], [4.024, 2.771, -2.540], [4.581, 3.737, -3.365], [4.364, 3.686, -4.735], [3.604, 2.658, -5.273], [3.057, 1.683, -4.447], [4.934, -2.837, -2.042], [5.872, -2.437, -3.016], [6.744, -3.346, -3.591], [6.739, -4.683, -3.222], [5.842, -5.089, -2.246], [4.959, -4.196, -1.662], [2.245, -1.332, 0.781], [1.895, -2.682, 1.999], [0.557, -2.769, 2.383], [0.121, -3.751, 3.261], [1.025, -4.668, 3.771], [2.358, -4.600, 3.395], [2.790, -3.619, 2.515], [3.499, -0.270, 1.602], [3.228, 1.105, 1.623], [4.138, 1.992, 2.183], [5.318, 1.518, 2.734], [5.580, 0.155, 2.745], [4.677, -0.734, 2.185], [4.143, -2.790, 0.397], [2.704, -3.266, -0.506], [4.125, -0.688, -3.118], [4.854, -0.023, -1.650], [2.046, -2.273, -2.846], [0.225, -3.207, -4.185], [-1.587, -1.746, -5.033], [-1.610, 0.651, -4.426], [0.180, 1.582, -2.992], [4.163, 2.825, -1.465], [5.162, 4.543, -2.934], [4.778, 4.450, -5.382], [3.425, 2.616, -6.341], [2.473, 0.885, -4.886], [5.940, -1.402, -3.314], [7.447, -2.994, -4.338], [7.424, -5.387, -3.677], [5.824, -6.125, -1.928], [4.278, -4.568, -0.913], [-0.138, -2.040, 1.995], [-0.919, -3.785, 3.561], [0.703, -5.421, 4.479], [3.075, -5.301, 3.804], [3.840, -3.595, 2.256], [2.286, 1.477, 1.206], [3.900, 3.047, 2.205], [6.026, 2.209, 3.176], [6.489, -0.221, 3.200], [4.900, -1.792, 2.233], [-4.625, -1.247, -0.274], [-3.265, -0.966, 0.370], [-3.234, -1.516, 1.799], [-2.166, -1.623, -0.461], [-2.969, 0.437, 0.372], [-3.962, 1.724, 0.705], [-2.768, 3.371, 0.904], [-5.158, 1.850, -0.451], [-5.161, 2.492, -1.730], [-5.461, 3.982, -1.557], [-6.295, 1.835, -2.517], [-3.844, 2.291, -2.485], [-4.787, 1.227, 2.044], [-5.905, 1.795, 2.732], [-7.184, 1.228, 2.113], [-5.918, 3.320, 2.645], [-5.771, 1.363, 4.189], [-4.774, -2.323, -0.384], [-4.669, -0.778, -1.259], [-5.428, -0.831, 0.337], [-3.430, -2.590, 1.792], [-3.986, -1.017, 2.408], [-2.251, -1.339, 2.248], [-2.188, -2.708, -0.333], [-1.192, -1.245, -0.154], [-2.293, -1.390, -1.519], [-6.430, 4.110, -1.067], [-5.480, 4.484, -2.528], [-4.691, 4.435, -0.935], [-7.226, 1.911, -1.952], [-6.075, 0.779, -2.688], [-6.420, 2.332, -3.481], [-3.054, 2.893, -2.039], [-3.958, 2.576, -3.533], [-3.546, 1.241, -2.422], [-7.193, 1.448, 1.045], [-8.066, 1.673, 2.581], [-7.222, 0.144, 2.247], [-6.019, 3.641, 1.606], [-4.985, 3.728, 3.034], [-6.751, 3.724, 3.225], [-5.749, 0.274, 4.259], [-6.607, 1.742, 4.781], [-4.839, 1.752, 4.605], [0.399, 2.806, -0.003], [0.850, 3.271, 0.730], [-0.493, 3.195, -0.006], [2.052, -3.470, 6.169], [1.330, -2.649, 5.765], [0.429, -1.801, 5.380], [0.356, -0.828, 4.569], [0.129, 0.055, 3.830]], "e_above_lowest_kcal_mol": 38.00, "total_charge": -2}



Record 4
{"formula": "C46H58N4O2RbSe", "method": "ωB97M-V with the def2-TZVPD basis set", "symbols": ["Rb", "C", "N", "C", "C", "C", "C", "C", "C", "N", "C", "C", "C", "C", "C", "C", "N", "C", "C", "C", "C", "C", "N", "H", "H", "H", "H", "H", "H", "H", "H", "H", "H", "H", "H", "H", "H", "H", "H", "H", "H", "C", "C", "C", "C", "C", "C", "C", "Se", "C", "C", "C", "C", "C", "C", "O", "C", "C", "C", "C", "C", "C", "C", "C", "C", "O", "C", "C", "C", "C", "C", "C", "H", "H", "H", "H", "H", "H", "H", "H", "H", "H", "H", "H", "H", "H", "H", "H", "H", "H", "H", "H", "H", "H", "H", "H", "H", "H", "H", "H", "H", "H", "H", "H", "H", "H", "H", "H", "H", "H", "H", "H"], "xyz": [[-0.769, 1.852, -0.494], [0.224, 5.221, -2.359], [0.216, 5.061, -0.914], [1.567, 5.137, -0.383], [1.718, 4.539, 0.995], [2.253, 5.261, 2.053], [2.388, 4.645, 3.289], [1.983, 3.328, 3.426], [1.473, 2.683, 2.306], [1.351, 3.264, 1.121], [-0.715, 5.956, -0.239], [-1.281, 5.369, 1.035], [-1.059, 5.957, 2.273], [-1.595, 5.363, 3.406], [-2.325, 4.196, 3.266], [-2.501, 3.680, 1.988], [-2.012, 4.263, 0.897], [-1.108, 4.939, -3.009], [-1.652, 5.827, -3.929], [-2.851, 5.507, -4.549], [-3.467, 4.312, -4.224], [-2.852, 3.490, -3.287], [-1.705, 3.791, -2.694], [0.943, 4.502, -2.763], [0.561, 6.229, -2.661], [1.934, 6.179, -0.367], [2.219, 4.569, -1.051], [2.546, 6.294, 1.908], [2.799, 5.189, 4.130], [2.059, 2.802, 4.368], [1.146, 1.649, 2.365], [-1.556, 6.139, -0.910], [-0.250, 6.932, -0.020], [-0.457, 6.854, 2.345], [-1.428, 5.798, 4.384], [-2.739, 3.673, 4.117], [-3.023, 2.741, 1.833], [-1.138, 6.753, -4.152], [-3.293, 6.181, -5.272], [-4.402, 4.011, -4.677], [-3.301, 2.543, -3.006], [2.817, -5.039, -4.097], [2.232, -4.832, -2.691], [1.025, -5.759, -2.544], [3.278, -5.253, -1.647], [1.860, -3.366, -2.487], [0.577, -2.934, -2.202], [0.266, -1.593, -2.001], [-1.602, -1.197, -1.666], [-1.876, -1.877, 0.126], [-1.958, -3.260, 0.233], [-2.120, -3.900, 1.450], [-2.213, -3.072, 2.570], [-2.193, -1.690, 2.528], [-2.033, -1.009, 1.259], [-2.033, 0.265, 1.170], [-2.278, -0.963, 3.886], [-2.403, 0.565, 3.821], [-3.505, -1.452, 4.678], [-1.008, -1.280, 4.693], [-2.187, -5.417, 1.608], [-0.996, -5.903, 2.447], [-3.493, -5.817, 2.312], [-2.145, -6.140, 0.261], [1.254, -0.562, -2.120], [1.012, 0.684, -1.976], [2.593, -1.029, -2.431], [2.844, -2.374, -2.593], [3.716, 0.005, -2.562], [5.069, -0.640, -2.871], [3.873, 0.787, -1.246], [3.405, 0.984, -3.708], [3.103, -6.085, -4.248], [3.702, -4.419, -4.254], [2.080, -4.768, -4.855], [1.331, -6.797, -2.699], [0.249, -5.522, -3.274], [0.591, -5.682, -1.545], [3.568, -6.300, -1.784], [2.873, -5.132, -0.641], [4.177, -4.638, -1.721], [-0.231, -3.650, -2.130], [-1.886, -3.837, -0.678], [-2.305, -3.551, 3.541], [-3.286, 0.860, 3.256], [-1.540, 1.022, 3.343], [-2.495, 0.948, 4.845], [-4.419, -1.238, 4.120], [-3.561, -0.936, 5.642], [-3.477, -2.523, 4.875], [-0.125, -0.926, 4.154], [-0.893, -2.354, 4.849], [-1.035, -0.789, 5.672], [-0.992, -5.431, 3.431], [-0.058, -5.648, 1.951], [-1.032, -6.989, 2.588], [-3.573, -5.357, 3.298], [-3.547, -6.903, 2.439], [-4.354, -5.495, 1.722], [-1.216, -5.933, -0.274], [-2.979, -5.838, -0.376], [-2.208, -7.220, 0.417], [3.856, -2.688, -2.821], [5.379, -1.328, -2.081], [5.830, 0.141, -2.950], [5.051, -1.186, -3.818], [4.162, 0.110, -0.438], [2.935, 1.270, -0.982], [4.658, 1.545, -1.350], [3.360, 0.446, -4.659], [4.188, 1.746, -3.781], [2.445, 1.465, -3.530]], "e_above_lowest_kcal_mol": 16.41, "total_charge": -1}



The evaluated orbital gap for the records listed, in turn: 6.644; 3.970; 5.004; 5.151 eV.
The evaluated DFT total energy for the records listed, in turn: -77839.6583; -253425.5260; -144130.1742; -124704.1691 eV.